w:
DFT (ωB97M-V/def2-TZVPD) results for a 2-piece molecular cluster, C3H8Cl2NP overall.

## Properties
- SMILES: N=[PH](Cl)Cl.C=CC
- HOMO-LUMO gap: 10.3 eV

Each line ends with the natural charge from an NBO analysis.
Atoms and positions in Å:
N -1.12 -0.63 -1.52  -1.248
P 0.07 -1.61 -1.61  1.424
Cl -0.68 -3.41 -1.50  -0.212
Cl 1.12 -1.59 -3.36  -0.287
H -0.91 0.34 -1.46  0.387
H 1.16 -1.69 -0.74  -0.065
C 0.04 -0.35 1.60  -0.398
C 0.46 0.70 0.92  -0.173
C -0.19 2.04 0.90  -0.645
H 0.56 -1.29 1.60  0.191
H -0.86 -0.30 2.20  0.196
H 1.38 0.63 0.33  0.183
H 0.53 2.81 1.21  0.221
H -1.06 2.07 1.55  0.216
H -0.50 2.29 -0.12  0.210



x:
DFT (ωB97M-V/def2-TZVPD) results for a 2-piece molecular cluster, C3H8Cl2NP overall.

## Properties
- HOMO-LUMO gap (spin up / spin down): 8.8 / 6.7 eV

Each line ends with the natural charge from an NBO analysis.
Atoms and positions in Å:
C -1.25 -0.61 1.21  -0.602
C -0.59 0.62 0.62  -0.501
C 0.45 0.38 -0.40  -0.070
N 1.65 1.02 -0.32  -0.401
P -0.18 0.31 -2.09  0.372
Cl 2.60 0.81 1.19  0.102
Cl 2.70 0.41 -1.58  0.146
H -0.49 -1.28 1.59  0.231
H -2.09 -0.39 2.04  0.221
H -1.85 -1.08 0.37  0.211
H -1.35 1.37 0.12  0.219
H 0.02 1.27 1.36  0.228
H 1.24 -1.88 -0.03  -0.101
H 0.51 -0.77 -2.35  -0.009
H -1.36 -0.16 -1.73  -0.045



Which structure loses on stability? x does.



w:
DFT (ωB97M-V/def2-TZVPD) results for one molecule with the formula C4H8ClN3.

## Properties
- SMILES: N/N=C/N1CC(Cl)C1
- HOMO-LUMO gap: 9.2 eV

Each line ends with the natural charge from an NBO analysis.
Atoms and positions in Å:
N -3.68 -0.56 -0.48  -0.651
N -2.40 -0.53 0.09  -0.310
C -1.75 0.55 -0.09  0.209
N -0.48 0.69 0.46  -0.425
C 0.30 -0.48 0.87  -0.222
C 1.57 0.31 0.49  -0.210
Cl 2.83 -0.56 -0.42  -0.049
C 0.65 1.25 -0.31  -0.222
H -4.14 0.36 -0.39  0.333
H -4.21 -1.26 0.01  0.360
H -2.14 1.45 -0.61  0.153
H 0.13 -1.36 0.24  0.207
H 0.18 -0.78 1.92  0.206
H 2.07 0.80 1.34  0.224
H 0.60 0.97 -1.37  0.194
H 0.79 2.35 -0.20  0.203



x:
DFT (ωB97M-V/def2-TZVPD) results for one molecule with the formula C4H8ClN3.

## Properties
- SMILES: [H]/N=C/N(N)CC(=C)Cl
- HOMO-LUMO gap: 10.0 eV

Each line ends with the natural charge from an NBO analysis.
Atoms and positions in Å:
H 0.65 -0.07 -3.65  0.355
N 0.37 0.54 -2.75  -0.724
C -0.27 -0.15 -1.94  0.256
N -0.89 0.43 -0.85  -0.292
N -0.48 1.76 -0.64  -0.640
C -1.24 -0.17 0.39  -0.283
C -0.14 -0.82 1.18  -0.044
C -0.10 -2.08 1.68  -0.414
Cl 1.25 0.16 1.47  -0.009
H -0.36 -1.19 -2.00  0.159
H -0.79 2.14 -1.55  0.364
H 0.52 1.75 -0.72  0.351
H -1.67 0.70 0.93  0.257
H -2.10 -0.87 0.19  0.217
H 0.88 -2.35 2.20  0.229
H -0.89 -2.79 1.39  0.218



Which structure loses on stability? x does.



w:
DFT (ωB97M-V/def2-TZVPD) results for an isolated ion of composition C6H14N5 and charge +1.

## Properties
- Charge: +1
- SMILES: CN/C(C)=C(C)\C(N)=N/N=[NH2+]
- HOMO-LUMO gap: 8.0 eV

Each line ends with the natural charge from an NBO analysis.
Atoms and positions in Å:
C -1.33 -2.47 0.31  -0.440
N -0.58 -1.24 0.29  -0.496
C -1.06 -0.12 -0.15  0.420
C -2.46 -0.06 -0.40  -0.718
C -0.18 1.12 -0.03  -0.222
C -0.76 2.48 -0.06  -0.640
C 1.20 1.00 0.10  0.418
N 1.88 2.16 0.35  -0.762
N 2.04 -0.02 -0.15  -0.334
N 2.17 -1.22 0.26  0.048
N 3.20 -1.79 -0.32  -0.539
H -0.68 -3.25 0.70  0.233
H -2.31 -2.25 0.94  0.232
H -1.39 -2.77 -0.73  0.226
H 0.34 -1.30 0.79  0.445
H -3.15 -0.13 0.50  0.274
H -2.80 -0.87 -0.98  0.259
H -2.82 0.71 -0.98  0.255
H -0.14 3.33 -0.67  0.211
H -0.86 2.94 0.88  0.232
H -1.80 2.51 -0.42  0.242
H 1.36 3.03 0.22  0.410
H 2.89 2.25 0.50  0.426
H 3.87 -1.27 -0.89  0.408
H 3.39 -2.77 -0.02  0.411



x:
DFT (ωB97M-V/def2-TZVPD) results for a 2-piece molecular cluster, C6H14N5 overall.

## Properties
- Charge: +1
- HOMO-LUMO gap: 8.9 eV

Each line ends with the natural charge from an NBO analysis.
Atoms and positions in Å:
C 1.57 -0.90 1.87  -0.661
C 2.10 -0.52 -1.59  0.139
C 2.12 -0.47 0.56  0.101
C 2.96 0.54 0.15  -0.108
N 1.46 -1.00 -0.54  -0.525
N 2.93 0.50 -1.23  -0.509
H 2.06 -0.79 -2.63  0.205
H 3.51 1.02 -1.87  0.430
H 3.52 1.22 0.76  0.236
H 1.38 -0.12 2.63  0.229
H 2.39 -1.29 2.51  0.248
H 0.69 -1.48 1.69  0.229
C -3.07 0.38 1.32  -0.421
C -1.78 0.22 -0.74  0.692
N -2.85 0.78 -0.09  -0.600
N -0.99 1.09 -1.38  -0.760
N -1.60 -1.06 -0.88  -0.737
H -3.13 1.69 -0.43  0.417
H -1.01 2.09 -1.47  0.434
H -0.26 0.70 -1.99  0.413
H -2.21 -1.69 -0.37  0.425
H -0.81 -1.58 -1.28  0.465
H -3.75 -0.47 1.46  0.220
H -3.13 1.22 1.98  0.241
H -2.11 -0.10 1.55  0.198



Which structure loses on stability? w does.



w:
DFT (ωB97M-V/def2-TZVPD) results for CH13NSi4 as an isolated structure.

## Properties
- HOMO-LUMO gap (spin up / spin down): 7.1 / 7.0 eV

Each line ends with the natural charge from an NBO analysis.
Atoms and positions in Å:
C 1.80 -0.31 4.00  -1.175
N -1.08 0.57 -1.88  -1.731
Si -2.65 0.05 -2.56  1.140
Si 0.35 0.71 -2.88  1.124
Si 2.21 -0.76 2.26  0.804
Si -0.99 0.52 -0.15  0.956
H 0.94 -0.94 4.40  0.255
H 2.53 -0.56 4.81  0.255
H 1.52 0.69 4.41  0.250
H -3.68 0.70 -1.94  -0.193
H -2.97 -1.36 -2.35  -0.196
H -2.43 0.17 -3.94  -0.187
H 1.23 -0.54 -2.65  -0.175
H -0.29 0.74 -4.10  -0.199
H 1.15 1.95 -2.46  -0.164
H 2.02 -2.19 2.38  -0.209
H 3.56 -0.71 1.61  -0.175
H -1.53 1.84 0.41  -0.196
H -1.69 -0.59 0.63  -0.184



x:
DFT (ωB97M-V/def2-TZVPD) results for CH13NSi4 as an isolated structure.

## Properties
- HOMO-LUMO gap: 8.8 eV

Each line ends with the natural charge from an NBO analysis.
Atoms and positions in Å:
C 3.28 1.36 -3.40  -1.121
N -1.25 -0.54 1.57  -1.737
Si -1.61 -1.48 2.95  1.115
Si -0.84 -1.33 0.12  1.112
Si 1.54 1.32 -3.34  0.983
Si -0.82 1.14 1.58  1.099
H -2.04 2.12 1.46  -0.173
H 3.89 0.54 -3.82  0.241
H 3.97 2.25 -3.34  0.243
H -3.06 -1.63 3.13  -0.170
H -0.82 -0.97 4.13  -0.175
H -0.85 -2.72 2.77  -0.185
H -1.60 -0.64 -0.98  -0.168
H 0.51 -1.65 0.06  -0.189
H -1.21 -2.73 0.18  -0.188
H 0.69 0.11 -3.20  -0.174
H 0.51 2.33 -3.31  -0.172
H -0.28 1.27 3.07  -0.153
H -0.02 1.25 0.39  -0.188



Which structure loses on stability? w does.



w:
DFT (ωB97M-V/def2-TZVPD) results for a 5-piece molecular cluster, C15H30O15 overall.

## Properties
- SMILES: COC(=O)OC.COC(=O)OC.COC(=O)OC.COC(=O)OC.COC(=O)OC
- HOMO-LUMO gap: 10.9 eV

Each line ends with the natural charge from an NBO analysis.
Atoms and positions in Å:
C -3.73 0.31 0.44  -0.249
O -3.74 -0.95 -0.36  -0.523
C -2.58 -1.65 -0.60  1.005
O -2.42 -2.58 -1.37  -0.609
O -1.55 -1.08 0.13  -0.568
C -0.13 -1.34 -0.16  -0.236
H -3.48 0.09 1.48  0.184
H -4.65 0.88 0.35  0.202
H -2.97 0.96 0.01  0.211
H 0.49 -0.53 0.20  0.184
H -0.03 -1.32 -1.25  0.197
H 0.20 -2.28 0.28  0.196
C -3.91 5.53 1.10  -0.270
O -2.57 5.02 1.36  -0.478
C -2.07 4.10 0.64  0.988
O -2.63 3.44 -0.26  -0.673
O -0.81 3.96 1.01  -0.501
C 0.13 3.24 0.29  -0.252
H -4.62 5.01 1.74  0.196
H -4.20 5.67 0.06  0.215
H -3.99 6.49 1.60  0.198
H 1.06 3.07 0.83  0.198
H 0.36 3.79 -0.62  0.185
H -0.23 2.26 -0.02  0.192
C -3.12 -0.55 4.21  -0.259
O -2.36 -1.33 3.34  -0.498
C -2.78 -2.47 2.85  0.994
O -3.94 -2.85 2.70  -0.632
O -1.66 -3.13 2.45  -0.518
C -1.77 -4.49 1.95  -0.271
H -2.73 -0.69 5.22  0.184
H -4.18 -0.80 4.21  0.209
H -2.89 0.48 3.92  0.193
H -2.14 -4.61 0.93  0.207
H -2.52 -5.01 2.54  0.195
H -0.86 -5.08 2.05  0.197
C 2.63 -2.12 1.59  -0.252
O 3.39 -3.12 0.96  -0.498
C 3.26 -3.33 -0.37  0.990
O 2.39 -2.88 -1.15  -0.660
O 4.25 -4.12 -0.79  -0.494
C 4.42 -4.30 -2.19  -0.256
H 1.68 -2.63 1.76  0.193
H 2.47 -1.28 0.90  0.190
H 3.12 -1.72 2.47  0.204
H 4.26 -3.41 -2.80  0.199
H 3.76 -5.07 -2.58  0.191
H 5.46 -4.57 -2.32  0.196
C 1.73 0.44 -3.76  -0.278
O 2.37 1.39 -2.86  -0.491
C 3.13 2.33 -3.46  0.989
O 3.52 2.39 -4.60  -0.621
O 3.55 3.10 -2.44  -0.515
C 4.60 4.01 -2.47  -0.252
H 1.25 -0.30 -3.12  0.201
H 2.23 -0.18 -4.51  0.209
H 0.87 0.91 -4.23  0.190
H 4.79 4.55 -3.40  0.198
H 5.53 3.55 -2.11  0.183
H 4.37 4.79 -1.75  0.189



x:
DFT (ωB97M-V/def2-TZVPD) results for a 5-piece molecular cluster, C15H30O15 overall.

## Properties
- SMILES: COC(=O)OC.COC(=O)OC.COC(=O)OC.COC(=O)OC.COC(=O)OC
- HOMO-LUMO gap: 10.8 eV

Each line ends with the natural charge from an NBO analysis.
Atoms and positions in Å:
C 21.85 5.09 23.69  -0.252
O 21.46 6.24 23.07  -0.510
C 21.80 6.41 21.73  0.983
O 22.41 5.57 21.06  -0.639
O 21.44 7.61 21.38  -0.477
C 21.67 8.02 20.07  -0.264
H 22.05 5.39 24.73  0.188
H 22.82 4.75 23.34  0.196
H 21.04 4.37 23.57  0.182
H 21.41 7.37 19.23  0.205
H 22.75 8.10 20.02  0.187
H 21.29 9.04 20.02  0.201
C 21.71 9.59 27.35  -0.250
O 22.01 9.92 26.03  -0.497
C 22.49 11.15 25.72  0.982
O 22.61 12.08 26.50  -0.614
O 22.32 11.34 24.35  -0.501
C 22.59 12.56 23.81  -0.253
H 21.34 8.56 27.33  0.196
H 20.88 10.18 27.74  0.189
H 22.58 9.63 28.01  0.192
H 22.00 13.42 24.11  0.187
H 22.40 12.42 22.75  0.190
H 23.64 12.87 23.82  0.181
C 19.78 18.78 20.43  -0.243
O 19.20 20.04 20.26  -0.524
C 19.84 21.21 19.97  0.995
O 21.00 21.44 20.22  -0.630
O 18.90 22.05 19.47  -0.503
C 19.26 23.43 19.11  -0.262
H 19.02 18.14 20.89  0.199
H 20.62 18.74 21.12  0.188
H 20.12 18.49 19.44  0.184
H 18.46 23.85 18.50  0.204
H 20.25 23.50 18.65  0.202
H 19.43 24.08 19.97  0.191
C 10.41 12.83 23.28  -0.253
O 9.50 12.06 24.04  -0.484
C 8.26 12.33 24.00  0.980
O 7.80 13.46 23.71  -0.672
O 7.55 11.25 24.37  -0.493
C 6.18 11.37 24.55  -0.249
H 10.46 13.85 23.66  0.200
H 9.98 12.87 22.28  0.192
H 11.41 12.39 23.24  0.205
H 5.90 10.36 24.84  0.194
H 5.67 11.62 23.63  0.190
H 5.94 12.09 25.34  0.191
C 17.19 10.41 23.34  -0.264
O 16.95 10.90 22.01  -0.488
C 16.41 12.07 21.79  0.991
O 16.03 12.93 22.64  -0.661
O 16.54 12.33 20.44  -0.521
C 16.40 13.63 19.90  -0.247
H 17.07 11.16 24.12  0.211
H 18.16 9.94 23.50  0.207
H 16.37 9.70 23.44  0.192
H 16.94 14.36 20.51  0.191
H 15.35 13.86 19.77  0.192
H 17.00 13.65 18.99  0.196



Which structure loses on stability? x does.